# 1
DFT (the ωB97M-V functional and the def2-TZVPD basis) results for a 12-piece molecular cluster, C3H33N2O11S2 overall in a non-equilibrium geometry.

Positions of all 51 atoms, in Å:
S: 0.801 0.548 3.383
S: 0.288 1.572 1.694
C: -0.805 0.783 0.646
C: -0.451 -0.541 0.042
C: -1.220 -0.650 -1.306
N: -1.190 -2.055 -1.818
N: -0.779 -1.745 0.978
H: 2.094 0.149 3.252
H: -1.431 1.197 -0.264
H: -1.693 0.682 1.229
H: 0.643 -0.524 -0.045
H: -0.627 -0.100 -2.073
H: -2.356 -0.443 -1.160
H: -0.370 -2.183 -2.403
H: -2.004 -2.142 -2.570
H: -0.826 -2.568 0.229
H: -1.699 -1.738 1.401
H: 0.095 -1.937 1.546
H: 1.745 -2.914 -0.544
H: 2.107 -2.957 0.834
O: 1.380 -3.129 0.320
H: 2.893 0.149 -1.867
H: 4.340 -0.359 -2.283
O: 3.440 -0.588 -1.917
H: 0.612 -1.698 -4.896
H: -0.108 -0.280 -5.070
O: -0.044 -1.089 -4.488
H: -3.685 -2.304 1.997
H: -3.084 -3.614 2.796
O: -2.958 -2.872 2.123
H: 0.959 3.836 -3.573
H: 1.032 2.737 -4.649
O: 1.035 2.950 -3.726
H: 4.365 3.563 -1.262
H: 4.082 2.570 -2.528
O: 4.526 2.551 -1.522
H: 3.642 -0.535 0.976
H: 3.968 -0.681 2.448
O: 3.273 -0.840 1.812
H: -4.525 2.233 0.134
H: -3.845 2.798 1.389
O: -4.662 2.198 1.001
H: -1.671 4.136 1.228
H: -2.547 3.680 2.621
O: -2.176 3.348 1.743
H: -4.076 0.363 1.594
H: -3.955 1.268 2.673
O: -4.102 0.309 2.565
H: 1.445 -3.364 -3.917
H: 2.768 -2.679 -4.420
O: 1.906 -2.989 -4.717

Summary:
**Energy**: -50810.673 eV
**Charge**: +1
**ΔE to the lowest compared entry with this formula, charge and spin**: 329.7 kJ/mol
**E_HOMO**: -0.421 hartree

***

# 2
DFT (the ωB97M-V functional and the def2-TZVPD basis) results for a 13-piece molecular cluster, C3H33NO13 overall in a non-equilibrium geometry.

Positions of all 50 atoms, in Å:
C: 0.867 1.596 0.892
C: 0.609 0.215 0.328
C: -0.816 0.041 -0.299
O: -1.550 -0.670 0.696
N: 1.695 1.499 2.110
H: -0.065 2.041 1.316
H: 1.353 2.259 0.166
H: 0.507 -0.606 1.066
H: 1.321 -0.170 -0.381
H: -0.615 -0.469 -1.257
H: -1.353 0.977 -0.460
H: -2.246 -1.157 0.242
H: 1.188 0.981 2.850
H: 1.935 2.440 2.435
H: 0.375 -2.549 2.476
H: 1.508 -3.272 3.090
O: 0.952 -3.316 2.291
H: 2.349 -1.600 0.332
H: 1.931 -2.976 0.870
O: 2.357 -2.538 0.113
H: -0.388 -3.794 0.276
H: -1.777 -4.522 0.182
O: -1.315 -3.687 0.064
H: -0.689 -2.548 -3.623
H: -0.898 -2.821 -1.985
O: -0.371 -2.910 -2.792
H: -2.104 4.194 -0.441
H: -1.516 3.125 -1.505
O: -2.300 3.462 -1.021
H: 0.797 3.337 -2.176
H: 1.685 4.205 -1.421
O: 0.790 3.844 -1.333
H: -0.105 2.009 -4.208
H: 0.351 1.203 -3.025
O: -0.070 2.056 -3.245
H: -2.590 2.744 0.569
H: -3.753 3.019 1.446
O: -2.835 2.714 1.522
H: 1.821 -0.498 -2.969
H: 3.024 0.471 -3.021
O: 2.100 0.411 -3.237
H: 1.644 -2.800 -2.894
H: 2.463 -2.393 -1.688
O: 2.319 -2.159 -2.619
H: -2.983 0.831 3.138
H: -2.437 -0.108 2.028
O: -2.560 -0.037 3.000
H: -0.818 -0.290 3.698
H: 0.200 -0.967 4.675
O: 0.011 -0.818 3.732

Summary:
**Energy**: -31746.272 eV
**Multiplicity**: 2
**Charge**: +1
**⟨S²⟩**: 0.75
**ΔE to the lowest compared entry with this formula, charge and spin**: 0.0 kJ/mol
**E_HOMO (alpha / beta)**: -0.493 / -0.493 hartree

***

# 3
DFT (the ωB97M-V functional and the def2-TZVPD basis) results for a 13-piece molecular cluster, C3H33NO13S2 overall in a non-equilibrium geometry.

Positions of all 52 atoms, in Å:
N: -0.491 0.304 -0.276
C: -0.469 1.387 -1.265
C: -0.677 2.798 -0.685
O: -1.427 2.873 0.509
C: 0.883 1.319 -1.956
S: 0.977 0.772 -3.668
S: -0.714 1.373 -4.610
H: -1.107 0.327 0.530
H: 0.388 0.233 0.231
H: -1.386 1.193 -1.824
H: 0.216 3.435 -0.644
H: -1.239 3.341 -1.451
H: -0.948 2.410 1.199
H: 1.610 0.665 -1.462
H: 1.348 2.304 -1.990
H: -1.569 0.423 -4.167
H: 2.786 0.252 2.780
H: 2.628 -1.070 3.401
O: 2.361 -0.155 3.554
H: 0.889 -3.441 -0.062
H: 0.949 -2.036 -0.607
O: 1.030 -2.543 0.235
H: 0.380 -2.127 3.358
H: 0.387 -2.054 1.766
O: -0.152 -1.941 2.578
H: -2.998 -2.125 -2.344
H: -3.570 -0.754 -2.473
O: -3.350 -1.515 -3.015
H: 2.513 2.428 0.455
H: 1.288 1.816 1.175
O: 2.232 1.690 1.010
H: -2.913 1.001 0.242
H: -4.109 0.369 0.891
O: -3.801 0.697 0.055
H: 0.246 0.265 2.867
H: 0.467 1.508 3.752
O: -0.016 1.190 2.982
H: 2.728 -1.655 0.837
H: 4.144 -1.879 0.549
O: 3.584 -1.527 1.256
H: -3.130 -0.918 -0.456
H: -2.002 -1.904 0.098
O: -2.785 -1.834 -0.447
H: 3.417 0.469 -0.107
H: 4.003 -0.470 -1.197
O: 3.529 0.332 -1.055
H: -2.214 0.073 2.686
H: -1.505 -1.084 2.058
O: -2.257 -0.487 1.903
H: 0.336 -1.317 -2.651
H: -0.725 -2.190 -2.242
O: 0.238 -2.220 -2.303

Summary:
**Energy**: -53425.417 eV
**Charge**: 0
**ΔE to the lowest compared entry with this formula, charge and spin**: 0.0 kJ/mol
**E_HOMO**: -0.335 hartree

***

# 4
DFT (the ωB97M-V functional and the def2-TZVPD basis) results for a 15-piece molecular cluster, C3H35NO15S overall in a non-equilibrium geometry.

Positions of all 55 atoms, in Å:
O: 0.274 0.553 -0.572
C: 1.227 0.062 0.041
N: 1.347 -1.253 0.284
C: 2.506 -2.007 0.726
C: 3.745 -1.832 -0.158
S: 3.508 -1.923 -1.954
H: 1.922 0.795 0.393
H: 0.825 -1.862 -0.348
H: 2.221 -3.080 0.759
H: 2.785 -1.907 1.770
H: 4.505 -2.457 0.339
H: 4.144 -0.769 -0.073
H: 3.234 -3.261 -2.062
H: -1.065 -1.199 -3.421
H: -2.613 -0.618 -3.874
O: -2.046 -1.273 -3.479
H: -0.803 -0.730 3.670
H: 0.155 -0.858 2.463
O: -0.177 -1.332 3.238
H: -1.883 3.432 1.763
H: -0.551 3.060 2.049
O: -1.055 3.360 1.273
H: -1.773 -3.082 1.304
H: -1.609 -4.005 2.517
O: -2.191 -3.812 1.773
H: 3.161 1.112 -2.900
H: 3.363 2.009 -1.719
O: 3.199 1.085 -1.935
H: -4.220 2.489 -1.123
H: -4.235 1.455 0.019
O: -4.673 1.721 -0.792
H: 2.037 3.882 0.368
H: 1.372 2.644 -0.376
O: 2.157 2.986 0.050
H: 1.082 -0.795 -3.453
H: 0.441 0.258 -2.582
O: 0.314 -0.209 -3.419
H: -2.591 -1.582 2.466
H: -3.065 -0.471 1.631
O: -2.770 -0.630 2.543
H: -2.059 -2.089 -0.653
H: -1.688 -2.848 -1.984
O: -1.727 -2.900 -1.026
H: -1.770 0.553 3.160
H: -1.639 1.761 4.030
O: -1.115 1.273 3.379
H: 3.209 1.958 1.262
H: 2.409 1.385 2.384
O: 3.207 1.194 1.873
H: -1.070 3.767 -2.558
H: -1.744 2.726 -1.566
O: -1.794 3.554 -1.969
H: -2.047 -0.556 -1.814
H: -1.890 0.473 -0.696
O: -2.485 -0.207 -1.020

Summary:
**Energy**: -46716.971 eV
**Charge**: 0
**ΔE to the lowest compared entry with this formula, charge and spin**: 0.0 kJ/mol
**E_HOMO**: -0.359 hartree

***

# 5
DFT (the ωB97M-V functional and the def2-TZVPD basis) results for C3H35O15Y as an isolated structure in a non-equilibrium geometry.

Positions of all 54 atoms, in Å:
Y: 3.044 -1.095 -0.167
C: -0.972 -0.809 0.162
C: -0.219 0.508 -0.058
C: -0.929 1.697 0.736
O: 1.163 0.394 0.286
H: -0.794 -1.220 1.156
H: -0.679 -1.544 -0.587
H: -2.012 -0.538 -0.019
H: -0.316 0.694 -1.127
H: -1.197 1.513 1.777
H: -1.803 2.012 0.166
H: -0.282 2.553 0.545
O: -2.587 -2.993 -1.935
H: -2.797 -3.850 -2.306
H: -3.400 -2.705 -1.521
O: -2.203 3.732 -2.617
H: -3.099 3.741 -2.953
H: -2.294 3.933 -1.685
O: 2.203 -0.757 -2.403
H: 2.426 -0.089 -3.052
H: 1.305 -1.009 -2.617
O: -0.296 -1.023 -3.722
H: -0.978 -1.393 -3.162
H: -0.347 -0.079 -3.570
O: 3.769 0.663 1.468
H: 3.956 0.540 2.399
H: 3.685 1.611 1.363
O: 1.541 -2.890 -0.379
H: 0.768 -3.121 -0.895
H: 1.857 -3.725 -0.033
O: -3.043 -0.879 3.491
H: -3.816 -0.607 2.996
H: -2.870 -1.773 3.194
O: 0.086 -2.301 3.495
H: -0.739 -2.745 3.301
H: -0.097 -1.788 4.283
O: -1.422 4.761 -0.139
H: -0.742 5.400 0.075
H: -1.059 3.921 0.142
O: -0.124 -4.012 -2.260
H: -0.285 -4.885 -2.618
H: -0.988 -3.602 -2.229
O: 0.688 2.938 -2.811
H: 1.026 3.583 -2.189
H: -0.263 2.994 -2.722
O: 0.391 0.502 3.808
H: -0.194 0.600 3.057
H: 1.217 0.892 3.521
O: 2.510 -2.000 2.075
H: 2.973 -2.599 2.661
H: 1.600 -2.031 2.370
O: 2.552 2.946 0.606
H: 2.173 3.692 0.141
H: 1.909 2.245 0.501

Summary:
**Energy**: -35422.966 eV
**Charge**: +2
**ΔE to the lowest compared entry with this formula, charge and spin**: 139.6 kJ/mol
**E_HOMO**: -0.562 hartree